Entry 1:
11
Properties=species:S:1:pos:R:3 method="wB97M-V/def2-TZVPD" lumo_energy_ha=0.03843 charge=0 de_lowest_ev=2.205 e_tot_ev=-7301.4734 homo_ev=-10.3063
O -1.042 -0.782 0.101
C -0.897 0.655 0.047
C 0.603 0.461 -0.089
C 0.324 -0.857 0.629
O 0.898 0.145 -1.430
H 0.206 -0.502 -1.658
H -1.392 1.123 -0.808
H -1.223 1.106 0.991
H 1.325 1.201 0.258
H 0.281 -0.888 1.724
H 0.920 -1.686 0.232

=====

Entry 2:
92
Properties=species:S:1:pos:R:3 method="wB97M-V/def2-TZVPD" lumo_energy_ha=0.13611 charge=-2 de_lowest_ev=0.772 e_tot_ev=-71285.6268 homo_ev=-1.1517
Tl -0.611 1.394 -1.173
C -5.754 0.377 0.730
O -5.939 1.227 1.855
C -4.880 1.270 2.751
C -5.187 1.047 4.075
C -4.183 1.061 5.041
C -2.874 1.230 4.637
C -2.514 1.444 3.301
C -1.080 1.538 3.039
N -0.421 1.491 1.938
N 0.930 1.481 2.225
C 1.803 1.400 1.235
O 1.686 1.441 -0.024
C 3.205 1.162 1.750
C 4.177 0.756 0.838
C 5.443 0.388 1.268
C 5.757 0.420 2.620
C 4.805 0.861 3.531
C 3.540 1.233 3.100
C -3.546 1.555 2.315
O -3.326 1.907 1.101
H -6.702 0.369 0.190
H -5.515 -0.636 1.061
H -4.960 0.736 0.080
H -6.220 0.862 4.347
H -4.427 0.917 6.086
H -2.081 1.182 5.378
H -0.474 1.589 3.950
H 3.896 0.720 -0.207
H 6.181 0.048 0.549
H 6.732 0.090 2.961
H 5.047 0.895 4.588
H 2.787 1.569 3.800
N -2.386 5.016 -1.052
C -1.077 5.266 -1.138
N -0.125 4.427 -1.353
C 1.121 5.014 -1.328
C 2.331 4.335 -1.437
C 3.514 5.050 -1.344
C 3.511 6.430 -1.155
C 2.314 7.125 -1.052
C 1.131 6.411 -1.140
S -0.504 6.992 -0.978
H -2.673 4.053 -0.735
H -2.977 5.772 -0.758
H 2.316 3.258 -1.546
H 4.460 4.527 -1.414
H 4.449 6.967 -1.066
H 2.301 8.195 -0.882
C 2.446 0.125 -5.366
C 1.954 -1.022 -4.515
C 2.462 -2.315 -4.709
C 1.981 -3.342 -3.903
C 2.512 -4.749 -4.066
C 1.025 -3.101 -2.929
C 0.523 -1.788 -2.642
C 1.025 -0.780 -3.533
N -0.327 -1.416 -1.682
C -0.823 -2.354 -0.698
C -1.676 -1.551 0.299
C -2.270 -2.428 1.404
C -3.158 -3.511 0.783
C -2.322 -4.342 -0.188
C -1.166 -5.007 0.566
C -0.294 -3.930 1.222
C -1.141 -3.100 2.189
C 0.294 -3.021 0.141
C -1.757 -3.438 -1.290
H 2.984 -0.226 -6.249
H 3.124 0.763 -4.791
H 1.613 0.748 -5.696
H 3.217 -2.510 -5.465
H 3.268 -4.797 -4.852
H 1.708 -5.445 -4.320
H 2.968 -5.093 -3.134
H 0.677 -3.954 -2.362
H 0.669 0.233 -3.392
H -2.480 -1.047 -0.249
H -1.044 -0.779 0.744
H -2.865 -1.803 2.077
H -3.995 -3.050 0.256
H -3.571 -4.156 1.569
H -2.953 -5.118 -0.640
H -0.559 -5.586 -0.140
H -1.553 -5.698 1.326
H 0.523 -4.412 1.775
H -0.524 -2.332 2.664
H -1.555 -3.745 2.975
H 0.968 -3.595 -0.494
H 0.881 -2.217 0.597
H -2.570 -2.926 -1.816
H -1.225 -4.046 -2.026

=====

Entry 3:
13
Properties=species:S:1:pos:R:3 method="wB97M-V/def2-TZVPD" lumo_energy_ha=0.01784 charge=0 de_lowest_ev=3.054 e_tot_ev=-10281.7437 homo_ev=-8.4320
C -1.667 -0.166 -0.595
C 1.617 0.015 -0.412
C -0.353 0.337 -0.049
N -0.399 0.784 1.244
O 1.722 -1.303 -0.085
N 0.519 0.672 -0.977
O 2.587 0.763 -0.467
H 2.662 -1.537 -0.066
H 0.469 0.772 1.756
H -1.179 0.526 1.826
H -1.561 -0.449 -1.637
H -2.004 -1.034 -0.029
H -2.414 0.621 -0.509

=====

Entry 4:
63
Properties=species:S:1:pos:R:3 method="wB97M-V/def2-TZVPD" lumo_energy_ha=-0.02829 charge=0 de_lowest_ev=1.713 e_tot_ev=-353493.0074 homo_ev=-8.0975
Ti 1.288 -1.460 -1.258
C 1.124 -2.925 -4.923
C 1.614 -1.837 -4.065
O 1.981 -2.155 -2.805
C 1.650 -0.523 -4.530
C 1.972 0.518 -3.626
C 2.661 1.777 -4.158
N 1.643 0.314 -2.386
N 1.895 1.382 -1.516
C 2.130 0.919 -0.371
O 2.149 -0.377 -0.084
C 2.322 1.966 0.657
C 1.826 3.231 0.542
C 2.062 4.177 1.525
C 2.730 3.874 2.708
C 3.217 2.521 2.836
C 2.994 1.625 1.817
H 1.936 -3.601 -5.256
H 0.542 -2.566 -5.826
H 0.501 -3.613 -4.398
H 1.659 -0.363 -5.592
H 3.745 1.599 -4.015
H 2.306 2.613 -3.657
H 2.378 1.899 -5.236
H 1.357 3.529 -0.361
H 1.520 5.118 1.481
H 2.913 4.459 3.551
H 3.866 2.285 3.746
H 3.338 0.579 1.880
Br -4.204 -4.539 -3.572
C -2.569 -4.062 -2.661
C -1.755 -5.084 -2.201
Br -2.287 -6.913 -2.463
C -0.611 -4.849 -1.419
Br 0.361 -6.344 -0.829
C -0.193 -3.503 -1.215
O 0.837 -3.113 -0.389
C -1.006 -2.447 -1.674
O -0.543 -1.243 -1.402
C -2.189 -2.751 -2.377
Br -3.165 -1.329 -2.944
C -0.613 1.297 2.215
N -1.905 1.320 1.575
C -2.811 2.189 2.240
N -2.886 1.921 3.693
C -1.545 1.972 4.245
N -0.586 1.037 3.629
C -0.997 -0.309 3.904
P -2.741 -0.794 3.223
C -2.469 -0.074 1.568
C -3.577 0.648 3.905
H -0.111 2.249 2.066
H -0.015 0.557 1.702
H -3.811 2.105 1.830
H -2.413 3.222 2.136
H -1.677 1.823 5.347
H -1.229 3.064 4.089
H -1.002 -0.410 4.998
H -0.261 -1.005 3.467
H -3.414 -0.113 1.040
H -1.692 -0.695 1.035
H -3.674 0.534 5.015
H -4.565 0.675 3.545

=====

Entry 5:
103
Properties=species:S:1:pos:R:3 method="wB97M-V/def2-TZVPD" lumo_energy_ha=0.01459 charge=0 e_tot_ev=-86479.9995 homo_ev=-9.1115
C 1.962 -0.458 4.532
C 0.555 -0.313 5.142
N 0.137 -1.561 5.757
O -1.226 -1.866 5.470
P -1.162 -3.187 4.539
O -0.851 -4.354 5.314
O -0.082 -2.875 3.447
C -0.092 -3.805 2.315
C 1.113 -4.691 2.451
C 1.462 -5.496 1.197
C 1.446 -4.636 -0.066
C 2.347 -5.123 -1.192
C 2.277 -4.127 -2.367
C 3.424 -3.111 -2.391
C 3.132 -1.842 -1.611
C 2.066 -0.954 -2.245
C 1.816 0.250 -1.345
C 0.549 1.012 -1.728
C -0.703 0.513 -1.006
O -1.881 0.856 -1.725
C -2.149 -0.044 -2.775
O -2.582 -3.221 3.769
P -3.953 -3.532 4.599
O -5.087 -3.126 3.572
O -4.081 -2.458 5.757
S -4.213 -5.337 5.189
H 1.979 -0.120 3.503
H 2.711 0.101 5.080
H 2.246 -1.500 4.505
H 0.601 0.518 5.844
H -0.107 -0.040 4.335
H 0.277 -1.576 6.756
H -1.016 -4.373 2.249
H -0.054 -3.175 1.437
H 1.965 -4.132 2.817
H 0.885 -5.406 3.237
H 2.435 -5.948 1.355
H 0.754 -6.318 1.117
H 1.776 -3.642 0.225
H 0.410 -4.517 -0.373
H 3.349 -5.160 -0.779
H 2.020 -6.110 -1.500
H 2.229 -4.689 -3.293
H 1.335 -3.597 -2.276
H 3.749 -2.912 -3.405
H 4.274 -3.595 -1.911
H 2.874 -2.025 -0.571
H 4.049 -1.256 -1.593
H 1.137 -1.476 -2.461
H 2.456 -0.545 -3.178
H 2.652 0.941 -1.372
H 1.714 -0.068 -0.304
H 0.682 2.046 -1.418
H 0.361 1.040 -2.796
H -0.782 0.982 -0.033
H -0.665 -0.576 -0.902
H -3.119 0.219 -3.174
H -2.154 -1.069 -2.408
H -1.428 0.046 -3.587
H -5.465 -3.973 3.277
H -3.686 -1.627 5.426
O -0.871 2.765 1.917
C -1.870 2.367 2.446
O -1.871 1.124 2.974
C -2.917 0.607 3.793
C -4.054 0.011 2.982
C -3.140 3.187 2.465
H -3.267 1.363 4.499
H -2.439 -0.174 4.388
H -4.551 0.759 2.365
H -4.799 -0.435 3.644
H -3.674 -0.760 2.312
H -3.675 3.030 1.528
H -2.866 4.237 2.545
H -3.803 2.965 3.298
O -1.874 7.075 1.398
C -1.850 6.665 0.271
O -2.439 7.397 -0.699
C -2.314 7.099 -2.090
C -3.333 6.073 -2.540
C -1.256 5.319 -0.069
H -1.293 6.802 -2.332
H -2.493 8.043 -2.603
H -3.191 5.118 -2.034
H -3.260 5.907 -3.615
H -4.341 6.417 -2.306
H -2.001 4.549 0.113
H -0.407 5.142 0.584
H -0.893 5.236 -1.091
O 2.686 -0.446 -5.177
C 3.152 0.567 -5.624
O 3.782 1.410 -4.785
C 4.526 2.551 -5.221
C 3.636 3.759 -5.422
C 2.974 0.950 -7.074
H 5.112 2.314 -6.110
H 5.239 2.750 -4.423
H 2.898 3.589 -6.206
H 4.231 4.631 -5.694
H 3.088 3.980 -4.506
H 2.008 1.437 -7.193
H 2.987 0.040 -7.668
H 3.756 1.598 -7.463

=====

Entry 6:
8
Properties=species:S:1:pos:R:3 method="wB97M-V/def2-TZVPD" lumo_energy_ha=0.18170 charge=-1 de_lowest_ev=0.093 e_tot_ev=-5212.8515 homo_ev=-2.7965
O 0.094 1.644 1.305
H 0.838 2.159 0.939
C -0.167 -0.979 -0.513
O -0.357 0.361 -0.818
H -1.039 -1.568 -0.871
H -0.017 -1.203 0.558
H 0.691 -1.405 -1.073
H -0.044 0.989 0.472

=====

Entry 7:
17
Properties=species:S:1:pos:R:3 method="wB97M-V/def2-TZVPD" lumo_energy_ha="-0.33046 / -0.46313" spin_multiplicity=5 charge=+2 de_lowest_ev=0.600 s2=6.02 e_tot_ev=-16470.6112 homo_ev="-17.2482 / -18.3258"
H -2.382 -0.745 0.274
Rh -0.554 -2.881 -1.185
O -1.819 -2.728 0.184
O -1.048 -1.188 1.733
C 0.367 -1.128 1.726
C 0.666 -0.346 0.459
O -0.427 -1.080 -0.459
C -1.541 -1.443 0.435
H 0.713 -0.735 2.687
H 0.809 -2.137 1.697
H 1.578 -0.625 -0.077
H 0.330 0.689 0.331
H 0.943 2.455 1.500
O 3.629 1.691 2.915
C 1.217 1.785 2.318
C 2.503 1.779 2.680
H 0.492 1.576 3.108

=====

Entry 8:
17
Properties=species:S:1:pos:R:3 method="wB97M-V/def2-TZVPD" lumo_energy_ha=-0.04499 charge=0 de_lowest_ev=6.232 e_tot_ev=-20708.8010 homo_ev=-8.7000
C 0.212 0.976 0.420
C -1.140 0.520 -0.241
C -0.407 -0.808 -0.719
C 0.690 -0.654 0.364
H 0.750 1.600 -1.653
H 2.057 1.872 -0.453
H 0.304 1.518 1.339
H -1.548 1.380 -0.764
H -2.638 0.270 1.333
H 0.108 -0.510 -1.700
H -1.848 -1.797 -0.142
H 0.420 -1.080 1.310
H 2.653 -2.095 1.679
N 1.004 1.789 -0.605
O -2.128 -0.205 0.607
O -1.061 -1.952 -0.775
S 2.572 -0.823 0.002

=====

Entry 9:
79
Properties=species:S:1:pos:R:3 method="wB97M-V/def2-TZVPD" lumo_energy_ha="-0.27125 / -0.27044" spin_multiplicity=4 charge=+2 s2=3.76 e_tot_ev=-97857.0555 homo_ev="-13.3298 / -13.3398"
C -1.798 3.507 -1.947
C -0.752 3.409 -1.009
C 0.424 4.162 -1.211
C 0.550 4.959 -2.342
C -0.489 5.054 -3.269
C -1.670 4.338 -3.058
P -0.798 2.169 0.352
C -0.031 3.040 1.768
C 1.225 2.600 2.242
C 1.930 3.370 3.168
C 1.354 4.531 3.700
C 0.055 4.900 3.327
C -0.643 4.148 2.379
Nd 0.752 -0.569 -0.749
P 0.070 -0.192 -3.721
C 1.275 0.988 -4.291
C 1.229 1.473 -5.612
C 1.916 2.647 -5.945
C 2.785 3.241 -5.021
C 3.009 2.626 -3.788
C 2.241 1.536 -3.394
C 0.834 -1.626 -2.963
C 0.001 -2.500 -2.208
C 0.501 -3.088 -1.046
C 1.848 -2.922 -0.687
C 2.723 -2.227 -1.532
C 2.232 -1.587 -2.668
C -1.542 -0.534 -4.408
C -2.721 -0.455 -3.619
C -3.956 -0.753 -4.186
C -4.045 -1.163 -5.527
C -2.876 -1.292 -6.290
C -1.630 -1.018 -5.734
C -2.565 2.162 0.807
C -3.408 3.282 0.679
C -4.743 3.200 1.067
C -5.232 2.023 1.656
C -4.396 0.919 1.819
C -3.077 0.975 1.378
H -1.043 -2.663 -2.489
H -0.148 -3.682 -0.409
H 2.233 -3.396 0.204
H 3.783 -2.178 -1.271
H 2.897 -1.004 -3.295
H 0.637 0.931 -6.355
H 1.765 3.097 -6.925
H 3.317 4.158 -5.280
H 3.762 3.019 -3.108
H 2.419 1.098 -2.398
H -2.645 -0.204 -2.559
H -4.866 -0.673 -3.591
H -5.019 -1.407 -5.965
H -2.937 -1.628 -7.321
H -0.704 -1.212 -6.280
H -3.029 4.211 0.259
H -5.401 4.059 0.912
H -6.263 1.979 1.995
H -4.757 0.011 2.291
H -2.417 0.109 1.470
H 1.643 1.657 1.876
H 2.932 3.060 3.470
H 1.917 5.142 4.409
H -0.416 5.779 3.777
H -1.659 4.431 2.104
H 1.231 4.099 -0.481
H 1.472 5.521 -2.494
H -0.379 5.679 -4.149
H -2.497 4.414 -3.769
H -2.726 2.962 -1.795
H -0.426 0.811 -2.087
H -0.975 0.624 -1.453
F 0.758 -3.196 3.907
C 0.222 -3.174 2.680
F 1.000 -3.936 1.858
F -1.005 -3.740 2.696
S 0.110 -1.400 2.063
O -0.372 -0.601 3.138
O 1.471 -1.097 1.531
O -0.781 -1.462 0.855

=====

Entry 10:
14
Properties=species:S:1:pos:R:3 method="wB97M-V/def2-TZVPD" smiles=NCO.O.O lumo_energy_ha=0.02179 charge=0 de_lowest_ev=2.227 e_tot_ev=-8813.3798 homo_ev=-10.0618
N -0.521 0.755 -1.690
C 0.440 -0.151 -1.178
O -0.179 -1.385 -0.834
H -1.290 0.467 -2.189
H -0.645 1.306 -0.934
H 1.077 -0.359 -2.003
H 0.969 -0.003 -0.369
H 0.296 -2.148 -0.780
H 1.902 0.888 0.412
H 1.091 1.031 1.431
O 1.990 0.998 1.290
H -1.458 -0.411 1.104
H -1.829 -1.027 2.375
O -1.699 -0.129 2.026